Record 1
Molecular formula: C33H51BrCuNP3
Method: DFT, ωB97M-V/def2-TZVPD

Its spin multiplicity is 2. As for the frontier orbital gap (spin up / spin down): 5.9 / 5.3 eV. The charge is +2. Its calculated total energy is -179068.914 eV. The LUMO energy (spin up / spin down) comes out at -0.225 / -0.248 hartree.

Positions of all 90 atoms, in Å:
N 4.9514 3.1960 -7.7356
C 5.1175 1.9325 -7.3688
C 4.4025 1.3492 -6.3285
C 3.4543 2.1224 -5.5988
C 3.2403 3.4548 -6.0565
C 4.0241 3.9220 -7.1243
C 2.7953 1.5222 -4.4243
Cu 0.1184 2.1857 -1.2339
P -4.8553 -0.5653 1.2148
C 1.6266 1.8968 -3.8200
C 1.0876 1.0045 -2.7961
C -0.3477 0.8395 -2.6015
C -0.8111 -0.3788 -1.9072
C 0.0668 -1.1404 -1.2148
C 1.4179 -0.9467 -1.2981
C 1.9693 0.1112 -2.0603
Br -0.2341 -1.4682 2.2070
H 3.2467 0.5452 -4.1543
H 1.0095 2.7158 -4.2060
H 4.6101 0.2862 -6.0841
H 2.5210 4.0967 -5.5560
H 5.8693 1.3507 -7.9350
H 3.8810 4.9407 -7.4739
H -1.0658 1.4048 -3.2610
H 3.0551 0.2206 -2.2283
H -1.8833 -0.6099 -1.9248
H 2.1204 -1.6920 -0.8993
P 0.0559 2.6444 0.8719
C -4.2782 -1.5824 -0.1959
C -5.4850 -2.3208 -0.7930
H -3.5486 -2.2975 0.2193
H -3.7500 -0.9488 -0.9297
H -5.1429 -3.1060 -1.4744
H -6.0586 -2.7933 0.0132
H -6.1498 -1.6414 -1.3417
C -4.7182 1.1520 0.6180
C -5.9512 1.9231 1.1033
H -4.6795 1.1038 -0.4792
H -3.7753 1.5895 0.9785
H -6.0252 2.8840 0.5844
H -6.8646 1.3497 0.8981
H -5.9034 2.1141 2.1824
C -3.5246 -0.7339 2.4344
C -3.9083 -1.6425 3.6002
H -3.2714 0.2759 2.7842
H -2.6460 -1.1223 1.8988
H -3.1151 -1.6311 4.3536
H -4.8291 -1.2787 4.0662
H -4.0668 -2.6763 3.2752
C 0.1798 1.8326 2.5199
C 0.8558 2.6143 3.6606
H 0.6523 0.8469 2.3892
H -0.8658 1.6343 2.8057
H 1.9471 2.4568 3.6986
H 0.6875 3.7046 3.6274
H 0.4280 2.2561 4.6139
C -1.2028 3.7978 1.4420
C -1.6823 4.7462 0.3753
H -0.7262 4.3379 2.2577
H -2.0411 3.2412 1.8795
H -0.8959 5.4620 0.1408
H -1.9573 4.2550 -0.5603
H -2.5409 5.3185 0.7233
C 1.7464 3.3983 0.7257
C 2.8834 2.3655 0.7711
H 1.8122 4.0721 1.5947
H 1.8054 3.9941 -0.2094
H 3.8139 2.8512 0.4534
H 3.0440 1.9662 1.7803
H 2.7155 1.5122 0.1018
C 0.2296 -3.6090 0.0089
P 1.1451 -3.1048 1.5036
C 2.5584 -1.9697 1.3148
C 1.6569 -4.5090 2.5502
C 2.8613 -5.2236 2.2338
C 3.1994 -6.3885 2.9093
C 2.3752 -6.9224 3.9012
C 1.1796 -6.2519 4.2099
C 0.8307 -5.0549 3.5705
H -0.4004 -2.7611 -0.4579
H -0.3931 -4.5021 0.2071
H 1.0221 -3.8596 -0.7156
H 3.0369 -1.8384 2.2935
H 3.2722 -2.3852 0.5919
H 2.2529 -0.9622 0.9717
H 3.5218 -4.8570 1.4470
H 4.1478 -6.9341 2.6624
H 2.6357 -7.8591 4.3940
H 0.5294 -6.7106 4.9707
H -0.0721 -4.5183 3.8434

Mulliken atomic charge list, values in e, 2 entries: N -0.549; C -0.283



Record 2
Molecular formula: C7H8N2O3
Method: DFT, ωB97M-V/def2-TZVPD

As for the frontier orbital gap: 9.9 eV. Its structure (SMILES) is O=[N+]([O-])N(O)Cc1ccccc1. Its calculated total energy is -16505.236 eV. The LUMO energy comes out at 0.017 hartree.

Positions of all 20 atoms, in Å:
O -1.8212 1.0180 -1.2843
N -2.3934 0.2192 -0.6277
O -3.2463 -0.5450 -1.0348
N -2.0420 0.1940 0.7795
O -2.3977 -1.0670 1.4222
C -0.8330 0.8371 1.2462
C 0.4059 0.4164 0.5532
C 0.5774 -0.9912 0.2678
C 1.6327 -1.4490 -0.4699
C 2.4804 -0.4837 -1.1382
C 2.3025 0.8777 -0.8174
C 1.1705 1.3304 -0.1087
H -2.6023 -1.5161 0.6074
H -0.9759 0.3993 2.2939
H -1.0161 1.8616 1.2772
H -0.1067 -1.7510 0.7894
H 1.6657 -2.5506 -0.7963
H 3.4737 -0.7705 -1.4909
H 2.8593 1.6296 -1.4024
H 0.8666 2.3407 -0.0663

natural (NBO) atomic charge list, values in e, 2 entries: O -0.357; N 0.625



Record 3
Molecular formula: C3H9N4
Method: DFT, ωB97M-V/def2-TZVPD

As for the frontier orbital gap (spin up / spin down): 10.8 / 5.0 eV. The charge is +1. Its calculated total energy is -9208.402 eV. The LUMO energy (spin up / spin down) comes out at -0.103 / -0.218 hartree.

Positions of all 16 atoms, in Å:
C 0.6692 0.0578 0.7762
C 0.8681 0.3238 -1.7308
C 0.8572 -0.4822 -0.4921
N -3.3507 -0.6343 -0.5681
N -2.3412 -0.1715 -0.3210
N 0.6482 -0.7395 1.8635
N 0.4584 1.3734 0.9575
H 0.9173 -0.3185 -2.6033
H -0.0233 0.9514 -1.8015
H 1.7343 0.9910 -1.7604
H 1.0309 -1.5430 -0.5586
H -3.8452 -1.5119 -0.3914
H 0.8675 -1.7164 1.7822
H 0.5918 -0.3486 2.7887
H 0.5281 2.0037 0.1788
H 0.3895 1.7648 1.8802

natural (NBO) atomic charge list, values in e, 2 entries: C 0.431; C -0.705



Record 4
Molecular formula: C6H17PSi
Method: DFT, ωB97M-V/def2-TZVPD

As for the frontier orbital gap: 8.8 eV. Its structure (SMILES) is C=[SiH]C.CCCCP. Its calculated total energy is -23660.520 eV. The LUMO energy comes out at 0.021 hartree.

Positions of all 25 atoms, in Å:
C -1.8977 -1.8730 -1.9733
Si -0.2897 -2.0702 -1.2993
C 0.2302 -2.9288 0.3183
H -1.9767 -1.0415 -2.7124
H -2.7645 -2.4541 -1.7465
H 0.9670 -1.5245 -1.7233
H 0.9023 -3.7247 0.0538
H 0.6924 -2.3258 1.0254
H -0.5149 -3.4224 0.8127
C 1.6966 2.0482 1.8928
C 1.2724 0.6522 1.3311
C -0.0929 0.6775 0.7704
C -0.2653 1.3761 -0.5455
P -1.8905 2.1480 -1.1958
H 2.5412 1.9105 2.5584
H 1.9126 2.6969 1.1402
H 0.9020 2.4841 2.4668
H 1.3277 -0.2116 2.0063
H 2.0901 0.4234 0.5857
H -0.3742 -0.4369 0.7405
H -0.7053 1.2654 1.4612
H 0.4130 2.1785 -0.4942
H 0.0329 0.7166 -1.3274
H -2.5643 0.8781 -1.5413
H -1.6444 2.5580 -2.6047

natural (NBO) atomic charge list, values in e, 2 entries: C -1.151; Si 1.237



Record 5
Molecular formula: C3H10N2O2
Method: DFT, ωB97M-V/def2-TZVPD

As for the frontier orbital gap: 10.2 eV. Its structure (SMILES) is CC(=O)NCN.O. Its calculated total energy is -10348.352 eV. The LUMO energy comes out at 0.025 hartree.

Positions of all 17 atoms, in Å:
C 0.8843 -2.0150 1.3913
C -0.1617 -0.9314 1.4113
O -0.7414 -0.7024 2.4522
N -0.1612 -0.2028 0.2476
C -1.3452 0.6297 0.0559
N -1.1454 1.8422 -0.7481
H 0.2844 -2.9382 1.3841
H 1.4248 -2.0768 2.3218
H 1.5231 -1.9859 0.5202
H 0.2855 -0.5229 -0.5911
H -1.6647 0.9844 1.0338
H -2.1580 0.0237 -0.3464
H -2.0008 2.3665 -0.6309
H -0.3875 2.4409 -0.4450
O 2.1440 1.0438 -2.4133
H 1.2309 1.3533 -2.3287
H 1.9890 0.6910 -3.3147

natural (NBO) atomic charge list, values in e, 2 entries: C -0.708; C 0.682



Record 6
Molecular formula: C4H12
Method: DFT, ωB97M-V/def2-TZVPD

As for the frontier orbital gap: 12.7 eV. Its structure (SMILES) is CC.CC. Its calculated total energy is -4342.302 eV. The LUMO energy comes out at 0.042 hartree.

Positions of all 16 atoms, in Å:
C 1.2285 -1.0070 1.6873
C 0.0803 -1.9879 1.3790
H 2.1027 -1.6176 1.8910
H 1.4063 -0.3271 0.8566
H 0.9126 -0.3985 2.5351
H -0.9142 -1.5742 1.5096
H 0.1229 -2.9544 1.8818
H 0.1989 -2.3116 0.3358
C -0.0524 1.8200 -1.9717
C -1.1779 1.2396 -1.0938
H 0.8907 1.7214 -1.4466
H -0.0083 1.2696 -2.9125
H -0.3315 2.8436 -2.1634
H -1.1523 1.7119 -0.1047
H -1.1155 0.1596 -0.9242
H -2.1907 1.4126 -1.4592

natural (NBO) atomic charge list, values in e, 2 entries: C -0.608; C -0.610



Q: Which value of calculated total energy does entry 5 give?
A: -10348.352 eV



Q: Which value of calculated total energy does entry 1 give?
A: -179068.914 eV



Q: The lowest calculated total energy belongs to which entry?
A: C33H51BrCuNP3